Record 1
{"formula": "C23H23N3O3", "method": "the ωB97M-V functional and the def2-TZVPD basis", "species": ["C", "O", "C", "C", "C", "C", "N", "C", "C", "C", "C", "N", "C", "O", "N", "C", "C", "C", "C", "C", "O", "C", "C", "C", "C", "C", "C", "C", "C", "H", "H", "H", "H", "H", "H", "H", "H", "H", "H", "H", "H", "H", "H", "H", "H", "H", "H", "H", "H", "H", "H", "H"], "positions_angstrom": [[2.028, 2.446, -1.295], [1.998, 1.143, -0.771], [0.961, 0.332, -1.121], [-0.062, 0.680, -1.982], [-1.089, -0.215, -2.271], [-2.193, 0.186, -3.223], [-2.447, 1.609, -3.214], [-3.114, 2.230, -2.179], [-3.629, 3.518, -2.389], [-4.265, 4.230, -1.388], [-4.387, 3.629, -0.152], [-4.955, 4.042, 1.041], [-4.818, 3.066, 2.001], [-5.202, 3.106, 3.146], [-4.151, 2.027, 1.382], [-3.874, 2.342, 0.069], [-3.238, 1.627, -0.924], [-1.074, -1.469, -1.694], [-0.047, -1.839, -0.835], [0.975, -0.955, -0.537], [2.025, -1.204, 0.288], [2.117, -2.467, 0.902], [3.360, -2.536, 1.753], [4.219, -1.450, 1.831], [5.361, -1.510, 2.610], [5.651, -2.662, 3.318], [4.796, -3.747, 3.242], [3.646, -3.704, 2.466], [2.735, -4.892, 2.400], [2.115, 2.440, -2.387], [1.140, 3.018, -1.006], [2.913, 2.915, -0.867], [-0.095, 1.656, -2.436], [-1.892, -0.088, -4.240], [-3.103, -0.385, -2.981], [-2.597, 2.030, -4.117], [-3.522, 3.964, -3.367], [-4.654, 5.219, -1.575], [-5.407, 4.923, 1.210], [-3.902, 1.174, 1.852], [-2.840, 0.645, -0.730], [-1.864, -2.174, -1.906], [-0.063, -2.826, -0.401], [1.231, -2.649, 1.533], [2.154, -3.260, 0.137], [3.980, -0.558, 1.275], [6.022, -0.658, 2.663], [6.540, -2.719, 3.928], [5.023, -4.647, 3.796], [2.639, -5.249, 1.375], [1.737, -4.634, 2.755], [3.119, -5.703, 3.013]], "nbo_charge": [-0.25, -0.48, 0.26, -0.30, -0.05, -0.22, -0.63, 0.26, -0.30, -0.21, 0.06, -0.59, 0.76, -0.64, -0.61, 0.22, -0.37, -0.22, -0.30, 0.33, -0.50, -0.08, -0.07, -0.20, -0.21, -0.21, -0.24, 0.08, -0.65, 0.17, 0.18, 0.20, 0.23, 0.22, 0.19, 0.39, 0.20, 0.22, 0.42, 0.42, 0.23, 0.21, 0.22, 0.18, 0.18, 0.23, 0.21, 0.21, 0.21, 0.21, 0.21, 0.22], "homo_lumo_gap_ev": 8.0, "total_energy_ev": -34837.960, "spin_multiplicity": 1, "e_homo_ha": -0.2696, "relative_energy_kcal_mol": 15.4, "smiles": "COc1cc(CNc2ccc3[nH]c(=O)[nH]c3c2)ccc1OCc1ccccc1C"}

---

Record 2
{"formula": "C2H6N2OS", "method": "the ωB97M-V functional and the def2-TZVPD basis", "species": ["H", "N", "C", "N", "O", "S", "C", "H", "H", "H", "H", "H"], "positions_angstrom": [[1.334, 2.516, -0.216], [0.843, 1.943, 0.497], [0.345, 0.762, 0.195], [-0.625, 0.402, 1.232], [-0.533, -0.901, 1.662], [0.608, -0.240, -1.194], [-0.837, -1.287, -1.141], [-0.390, 0.986, 2.150], [-1.305, -1.336, 1.089], [-1.324, -1.440, -2.201], [-0.679, -2.327, -0.647], [-1.664, -0.617, -0.794]], "nbo_charge": [0.36, -0.71, 0.21, -0.36, -0.57, 0.31, -0.83, 0.39, 0.46, 0.25, 0.24, 0.25], "homo_lumo_gap_ev": 9.6, "total_energy_ev": -18031.097, "spin_multiplicity": 1, "e_homo_ha": -0.3334, "relative_energy_kcal_mol": 85.5, "smiles": "[H]/N=C(/NO)SC"}

---

Record 3
{"formula": "C11H18", "method": "the ωB97M-V functional and the def2-TZVPD basis", "species": ["C", "C", "C", "C", "C", "C", "C", "H", "H", "H", "H", "H", "H", "H", "H", "C", "C", "C", "C", "H", "H", "H", "H", "H", "H", "H", "H", "H", "H"], "positions_angstrom": [[-0.461, 0.397, -3.053], [-1.259, 0.620, -1.829], [-1.465, 1.858, -1.208], [-2.337, 1.982, -0.175], [-3.058, 0.876, 0.305], [-2.720, -0.386, -0.158], [-1.837, -0.507, -1.272], [-0.338, 1.283, -3.692], [-0.824, -0.428, -3.654], [0.606, 0.223, -2.848], [-0.886, 2.647, -1.685], [-2.376, 2.962, 0.290], [-3.806, 0.974, 1.081], [-3.119, -1.255, 0.348], [-1.594, -1.534, -1.518], [3.887, -0.811, 2.435], [2.656, -0.593, 1.564], [2.859, -1.528, 0.332], [1.357, -0.965, 2.247], [3.916, -1.808, 2.856], [3.943, -0.127, 3.283], [4.802, -0.685, 1.848], [2.713, 0.426, 1.160], [2.929, -2.570, 0.643], [2.031, -1.441, -0.367], [3.719, -1.165, -0.241], [1.560, -1.641, 3.105], [0.769, -0.144, 2.650], [0.599, -1.634, 1.814]], "nbo_charge": [-0.64, -0.01, -0.22, -0.21, -0.22, -0.20, -0.22, 0.22, 0.22, 0.22, 0.21, 0.21, 0.21, 0.21, 0.21, -0.60, -0.23, -0.59, -0.63, 0.20, 0.21, 0.20, 0.20, 0.20, 0.20, 0.20, 0.20, 0.22, 0.22], "homo_lumo_gap_ev": 9.9, "total_energy_ev": -11698.358, "spin_multiplicity": 1, "e_homo_ha": -0.3295, "relative_energy_kcal_mol": 21.3, "smiles": "Cc1ccccc1.CC(C)C"}

---

Record 4
{"formula": "C3H4OS", "method": "the ωB97M-V functional and the def2-TZVPD basis", "species": ["C", "C", "C", "O", "S", "H", "H", "H", "H"], "positions_angstrom": [[-0.726, 0.878, -0.050], [0.749, 0.724, -0.024], [0.784, -0.768, 0.025], [-2.286, -1.194, -0.029], [-2.228, 0.302, -0.003], [1.429, 1.151, -0.777], [1.058, 1.378, 0.926], [0.153, -1.217, 0.812], [1.068, -1.255, -0.880]], "lowdin_spin": [0.80, 0.20, 0.78, 0.05, 0.05, 0.01, 0.04, 0.03, 0.05], "homo_lumo_gap_ev": [7.9, 7.6], "total_energy_ev": -16052.345, "spin_multiplicity": 3, "e_homo_ha": [-0.2947, -0.3446], "relative_energy_kcal_mol": 67.6}

---

Record 5
{"formula": "C3H4O", "method": "the ωB97M-V functional and the def2-TZVPD basis", "species": ["C", "C", "C", "O", "H", "H", "H", "H"], "positions_angstrom": [[1.462, 0.142, 0.278], [-1.860, 0.197, -0.124], [0.569, -0.773, 0.101], [-3.030, -0.070, -0.105], [2.482, -0.124, 0.258], [1.342, 1.247, 0.242], [-1.465, 1.128, -0.535], [0.500, -1.747, -0.114]], "nbo_charge": [-0.52, 0.40, -0.11, -0.48, 0.21, 0.21, 0.12, 0.17], "homo_lumo_gap_ev": [8.8, 8.8], "total_energy_ev": -5217.919, "spin_multiplicity": 1, "e_homo_ha": [-0.3120, -0.3145], "relative_energy_kcal_mol": 97.3}

---

Record 6
{"formula": "ClIO2P", "method": "the ωB97M-V functional and the def2-TZVPD basis", "species": ["O", "O", "P", "Cl", "I"], "positions_angstrom": [[-0.900, -0.330, 1.972], [-0.215, 1.946, -2.082], [0.321, -0.004, 1.211], [-0.186, 0.614, -1.198], [0.980, -2.226, 0.097]], "nbo_charge": [-1.08, -0.89, 1.13, 0.23, -0.39], "homo_lumo_gap_ev": [7.2, 7.2], "total_charge": -1, "total_energy_ev": -34007.272, "spin_multiplicity": 1, "e_homo_ha": [-0.1518, -0.1518], "relative_energy_kcal_mol": 116.5}

---

Record 7
{"formula": "C20H25N3O4PmS2", "method": "the ωB97M-V functional and the def2-TZVPD basis", "species": ["Pm", "C", "C", "N", "N", "C", "S", "S", "C", "C", "C", "C", "C", "C", "C", "C", "C", "C", "C", "C", "C", "O", "H", "H", "H", "H", "H", "H", "H", "H", "H", "H", "H", "H", "H", "H", "C", "C", "O", "H", "H", "H", "H", "H", "H", "N", "C", "C", "O", "O", "H", "H", "H", "H", "H"], "positions_angstrom": [[1.372, 0.079, -1.495], [2.923, -1.357, 1.703], [1.557, -1.012, 1.194], [1.378, 0.238, 0.854], [0.017, 0.535, 0.599], [-0.293, 1.678, 0.015], [0.738, 2.742, -0.879], [-1.988, 2.066, -0.048], [-2.818, 0.666, 0.747], [-3.000, 0.821, 2.234], [-1.962, 0.532, 3.115], [-2.145, 0.678, 4.479], [-3.365, 1.112, 4.979], [-4.404, 1.397, 4.108], [-4.219, 1.251, 2.741], [0.488, -2.032, 1.118], [0.144, -2.722, 2.278], [-0.943, -3.582, 2.284], [-1.664, -3.766, 1.111], [-1.299, -3.131, -0.066], [-0.206, -2.275, -0.082], [0.214, -1.695, -1.232], [3.069, -0.885, 2.677], [3.060, -2.430, 1.808], [3.692, -0.952, 1.042], [-3.789, 0.632, 0.251], [-2.286, -0.251, 0.495], [-1.019, 0.185, 2.720], [-1.336, 0.449, 5.158], [-3.506, 1.223, 6.044], [-5.358, 1.729, 4.488], [-5.032, 1.469, 2.061], [0.699, -2.554, 3.190], [-1.226, -4.092, 3.191], [-2.514, -4.432, 1.108], [-1.841, -3.310, -0.983], [0.048, -1.599, -4.798], [0.161, -0.099, -4.682], [-0.270, 0.421, -3.399], [0.539, -1.909, -5.720], [-0.994, -1.921, -4.848], [0.507, -2.137, -3.959], [-0.433, 0.400, -5.455], [1.193, 0.249, -4.785], [-1.178, 0.140, -3.240], [3.468, 3.789, -2.541], [4.305, 2.726, -1.886], [3.582, 1.402, -2.086], [3.730, 0.480, -1.251], [2.784, 1.323, -3.071], [2.768, 4.146, -1.874], [2.943, 3.333, -3.317], [4.024, 4.569, -2.897], [4.406, 2.976, -0.831], [5.283, 2.708, -2.367]], "lowdin_spin": [4.04, 0.00, 0.00, 0.00, -0.01, 0.00, -0.01, 0.00, 0.00, 0.00, 0.00, 0.00, 0.00, 0.00, 0.00, 0.00, 0.00, 0.00, 0.00, 0.00, 0.00, -0.02, 0.00, 0.00, 0.00, 0.00, 0.00, 0.00, 0.00, 0.00, 0.00, 0.00, 0.00, 0.00, 0.00, 0.00, 0.00, 0.00, 0.00, 0.00, 0.00, 0.00, 0.00, 0.00, 0.00, 0.00, 0.00, 0.00, 0.00, 0.00, 0.00, 0.00, 0.00, 0.00, 0.00], "homo_lumo_gap_ev": [7.7, 7.7], "total_charge": 1, "total_energy_ev": -72027.968, "spin_multiplicity": 5, "e_homo_ha": [-0.3929, -0.3932], "relative_energy_kcal_mol": 4.9}